(1)
ORCA calculation (ωB97M-V/def2-TZVPD) on a structure of composition C9H32AlN16O11.

Values from the calculation:
Net charge = +1
E_HOMO = -11.12 eV
LUMO = -0.318 hartree

CARTESIAN COORDINATES (ANGSTROEM)
Al1 9.00571 -15.08528 16.67582
C1 5.76504 -18.86852 13.61151
O1 4.65133 -19.38795 13.36849
O2 6.07775 -17.85002 13.15250
O3 6.49896 -19.32365 14.46059
C2 8.80489 -11.09664 10.44501
O4 9.36827 -11.76817 11.33319
N1 8.94211 -9.84101 10.27317
N2 7.86537 -11.64576 9.71250
H1 9.48080 -9.28967 10.92580
H2 8.69362 -9.55720 9.33627
H3 7.43132 -11.09563 8.98514
H4 7.53770 -12.54156 10.04458
C3 1.92320 -17.11793 18.80934
O5 3.04446 -16.62152 18.49057
N3 1.21628 -17.81466 17.99563
N4 1.42105 -17.00971 20.03042
H5 0.24573 -18.04523 18.15368
H6 1.70604 -17.90277 17.11673
H7 0.49241 -17.35803 20.22122
H8 1.84823 -16.30256 20.61142
C4 8.75807 -19.16127 7.14043
O6 9.46749 -19.39392 6.18196
N5 7.79690 -19.76731 7.75707
N6 8.81711 -18.11206 7.90317
H9 7.45080 -19.33439 8.60140
H10 7.41751 -20.64130 7.42196
H11 8.28270 -18.16932 8.75830
H12 9.61445 -17.49982 7.80570
C5 9.60519 -24.83572 15.62367
O7 10.19535 -25.87739 16.02275
N7 9.10537 -24.68837 14.49008
N8 9.09185 -23.93957 16.41668
H13 9.13690 -25.53053 13.93343
H14 8.46505 -23.91676 14.36886
H15 8.77930 -23.07604 15.99633
H16 9.36267 -23.90934 17.38923
C6 0.56199 -15.25054 10.51687
O8 -0.34721 -14.54043 10.06842
N9 0.52790 -16.49690 11.01551
N10 1.79620 -14.85633 10.51137
H17 1.34865 -16.93398 11.40975
H18 -0.32656 -17.03543 11.01475
H19 2.55989 -15.43417 10.83225
H20 1.98942 -13.87619 10.66004
C7 1.56086 -24.15626 16.47305
O9 0.93187 -25.10801 16.98476
N11 1.09835 -23.40285 15.59504
N12 2.73969 -23.82523 16.88534
H21 1.63689 -22.58096 15.36149
H22 0.48673 -23.76499 14.87749
H23 2.77568 -23.96050 17.88558
H24 3.16411 -23.02115 16.44553
C8 13.36567 -19.48399 12.20629
O10 12.97330 -18.57901 12.90594
N13 12.49500 -20.45628 11.89062
N14 14.40092 -19.45420 11.44635
H25 11.65865 -20.38112 12.45183
H26 12.75686 -21.19272 11.25094
H27 15.03006 -18.67418 11.32041
H28 14.61509 -20.29588 10.93079
C9 3.68562 -24.88366 9.59291
O11 4.12545 -25.83726 9.02630
N15 4.07657 -24.44345 10.74662
N16 2.64553 -24.16970 9.25236
H29 3.74797 -23.55169 11.08850
H30 4.83741 -24.84590 11.27508
H31 2.22313 -24.45844 8.38155
H32 2.32350 -23.41993 9.84753

Forces on atoms 1 to 2 (eV/Å):
0.04 0.04 -0.05
-3.95 -4.12 1.63

Löwdin atomic charge list, values in e, 5 entries: number 1, Al, carries 0.9975; number 2, C, carries -0.9968; number 3, O, carries 0.2965; number 4, O, carries 0.3645; number 5, O, carries 0.3355

***

(2)
ORCA calculation (ωB97M-V/def2-TZVPD) on a structure of composition C9H32B2O3Rb3.

Values from the calculation:
Net charge = +1
E_HOMO = -11.77 eV
ΔE to the lowest compared entry with this formula, charge and spin = 15.37 kcal per mole
LUMO = -0.128 hartree

CARTESIAN COORDINATES (ANGSTROEM)
Rb1 -1.49202 -1.39562 3.29246
Rb2 0.56692 3.23198 4.39268
Rb3 2.78518 -0.34544 2.42539
B1 -0.42924 0.42359 5.73469
H1 0.34916 -0.38450 5.50632
H2 -1.43113 -0.12108 5.84355
H3 -0.17523 0.99017 6.72063
H4 -0.58556 1.22089 4.94515
B2 -0.12494 1.01932 1.66089
H5 -1.08782 0.44167 1.54101
H6 -0.22800 2.06401 1.15435
H7 0.03674 1.20702 2.76149
H8 0.78000 0.50025 1.20367
C1 -2.52592 -2.61812 -1.61301
C2 -3.32332 -2.39602 -0.31466
C3 -3.60471 -3.67167 0.45260
O1 -2.48902 -1.58236 0.55868
H9 -3.17828 -3.02068 -2.39494
H10 -1.81888 -3.43556 -1.46506
H11 -2.11765 -1.66294 -1.92798
H12 -4.25036 -1.86007 -0.53637
H13 -2.76537 -4.11257 0.98122
H14 -4.09125 -4.35601 -0.25118
H15 -4.42173 -3.52191 1.16724
H16 -1.99163 -0.96847 -0.00429
C4 -0.25667 1.30930 -3.48642
C5 -0.82902 1.48868 -2.09004
C6 -2.35863 1.69696 -2.07857
O2 -0.50780 0.35442 -1.28594
H17 -0.33120 2.25555 -4.02412
H18 -0.81327 0.51390 -3.98402
H19 0.80134 1.04871 -3.48870
H20 -0.41757 2.40125 -1.64062
H21 -2.65802 2.69215 -1.74322
H22 -2.90267 1.00241 -1.44182
H23 -2.74148 1.60189 -3.10006
H24 -0.23282 0.60411 -0.39380
C7 5.38187 0.61244 -1.71447
C8 4.27442 0.51388 -0.66541
C9 2.96533 1.09974 -1.17304
O3 4.08410 -0.88801 -0.31720
H25 6.36361 0.29063 -1.37745
H26 5.41959 1.70096 -1.85924
H27 5.08106 0.18447 -2.66674
H28 4.65663 0.97854 0.25256
H29 2.58308 1.85373 -0.46831
H30 2.18233 0.37132 -1.36183
H31 3.07268 1.80294 -2.00406
H32 4.79717 -1.13585 0.27801

Forces on atoms 1 to 2 (eV/Å):
-0.24 0.10 0.22
-0.14 0.16 0.05

Löwdin atomic charge list, values in e, 5 entries: number 1, Rb, carries 0.9561; number 2, Rb, carries 0.9652; number 3, Rb, carries 0.9485; number 4, B, carries -0.5216; number 5, H, carries -0.0700

***

(3)
ORCA calculation (ωB97M-V/def2-TZVPD) on a structure of composition C9H32BF4O7Ti.

Values from the calculation:
E_HOMO (spin up / spin down) = -8.39 / -9.36 eV
Spin multiplicity = 4
ΔE to the lowest compared entry with this formula, charge and spin = 0.00 kcal per mole
LUMO (spin up / spin down) = -0.060 / -0.060 hartree

CARTESIAN COORDINATES (ANGSTROEM)
Ti1 4.21386 -22.14431 -3.85074
B1 6.25202 -23.50924 -2.04187
F1 7.02579 -22.92018 -1.04005
F2 4.93958 -23.38852 -1.76870
F3 6.54816 -22.86439 -3.19841
F4 6.73324 -24.81000 -2.15794
C1 6.55186 -23.65059 2.36238
O1 7.05864 -24.60870 1.44454
H1 5.50776 -23.38051 2.20424
H2 6.55384 -24.23344 3.28345
H3 7.19861 -22.77623 2.43520
H4 6.95924 -24.27285 0.55071
C2 6.48373 -25.42278 -5.84341
O2 5.22790 -24.91418 -5.65166
H5 6.85053 -25.05267 -6.80079
H6 7.08747 -25.04959 -5.01617
H7 6.44384 -26.51119 -5.88678
H8 4.72874 -25.44506 -5.02668
C3 9.25980 -22.15638 -5.49647
O3 9.23232 -21.66612 -6.77596
H9 9.10470 -21.29140 -4.85160
H10 8.35482 -22.69403 -5.21357
H11 10.05372 -22.81977 -5.15338
H12 9.37303 -22.49541 -7.23865
C4 9.64915 -21.64557 0.50824
O4 8.41154 -21.05489 0.18057
H13 10.30962 -20.86635 0.88862
H14 9.41956 -22.21513 1.40879
H15 10.07566 -22.27281 -0.27454
H16 7.87920 -21.66501 -0.33515
C5 9.28790 -27.39331 -3.10136
O5 10.72823 -27.09213 -3.17692
H17 8.69972 -26.64892 -2.56466
H18 8.93081 -27.48947 -4.12671
H19 9.24206 -28.34531 -2.57252
H20 10.96745 -26.68965 -2.33883
C6 4.31489 -26.56989 -0.37647
C7 3.92527 -27.75953 -1.18279
O6 2.72997 -28.46812 -0.78292
H21 3.70982 -25.72690 -0.71018
H22 5.31811 -26.30964 -0.71398
H23 4.17419 -26.66004 0.70065
H24 4.76057 -28.45957 -1.20059
H25 3.83025 -27.44799 -2.22299
H26 2.41867 -29.01627 -1.50695
C8 2.66751 -22.88014 0.70020
C9 2.73067 -21.55624 -0.04153
O7 1.80925 -20.61979 0.49458
H27 3.33553 -23.62826 0.27339
H28 1.62230 -23.18329 0.63903
H29 2.83655 -22.69190 1.76043
H30 2.56646 -21.70784 -1.10837
H31 3.78315 -21.28978 0.05539
H32 1.91810 -19.81204 -0.01265

Forces on atoms 1 to 2 (eV/Å):
1.05 -0.79 0.62
3.39 -1.53 1.19

Löwdin atomic charge list, values in e, 5 entries: number 1, Ti, carries 0.9488; number 2, B, carries -1.4378; number 3, F, carries 0.1286; number 4, F, carries 0.1461; number 5, F, carries 0.1240

***

(4)
ORCA calculation (ωB97M-V/def2-TZVPD) on a structure of composition C9H35B2N6O7Pd2.

Values from the calculation:
Net charge = +1
E_HOMO (spin up / spin down) = -10.80 / -9.38 eV
Spin multiplicity = 5
ΔE to the lowest compared entry with this formula, charge and spin = 266.31 kcal per mole
LUMO (spin up / spin down) = -0.193 / -0.279 hartree

CARTESIAN COORDINATES (ANGSTROEM)
N1 -2.04413 -4.94219 0.61845
H1 -1.77944 -4.93886 -0.35624
H2 -2.29835 -3.98147 0.79871
H3 -1.27494 -5.02465 1.26780
H4 -2.93235 -5.35672 0.86202
Pd1 2.63671 0.12313 0.34529
Pd2 -0.91808 -1.63259 5.33030
B1 -0.65803 0.62122 8.57044
H5 -0.17600 -0.34384 8.59380
H6 -0.08788 1.24198 7.89677
H7 -1.67548 0.47006 8.24457
H8 -0.62942 1.01573 9.57433
B2 6.09358 1.45107 1.82203
H9 6.50014 0.75205 2.53639
H10 6.06033 1.09559 0.80381
H11 5.06157 1.65916 2.05847
H12 6.60492 2.40013 1.86744
C1 -1.64371 0.29179 1.54148
O1 -2.30903 -0.62192 2.08817
O2 -1.14346 -0.06479 0.51183
O3 -0.72906 0.62746 2.26178
C2 3.55749 -0.66216 -2.71254
O4 3.20756 0.70452 -2.54454
C3 3.75512 1.74715 -3.40574
C4 2.93783 3.04946 -3.04300
N2 3.06909 3.37700 -1.57195
C5 2.22076 4.47864 -1.07863
C6 3.06317 5.92133 -1.30970
O5 4.26639 6.12353 -0.59163
C7 4.09062 5.87249 0.74817
H13 3.54562 -0.80889 -3.79256
H14 2.94998 -1.35533 -2.13070
H15 4.58604 -0.71861 -2.35617
H16 3.56859 1.38870 -4.41808
H17 4.83493 1.80900 -3.27055
H18 1.86878 3.00361 -3.25066
H19 3.10317 3.94691 -3.63911
H20 4.04224 3.64709 -1.55992
H21 2.16499 4.32920 -0.00036
H22 1.20649 4.64004 -1.44376
H23 2.51465 6.85388 -1.17721
H24 3.30870 5.97915 -2.37011
H25 5.00963 6.19837 1.23533
H26 3.83699 4.85194 1.03498
H27 3.27857 6.46083 1.17539
C8 -3.17754 -3.85736 -4.66500
O6 -2.57515 -4.68932 -4.06507
N3 -4.25981 -4.11638 -5.38692
N4 -2.92305 -2.55560 -4.64552
H28 -4.53567 -5.08711 -5.42796
H29 -4.63796 -3.43516 -6.02961
H30 -3.62864 -1.95492 -5.04730
H31 -2.37639 -2.25421 -3.85152
C9 -7.68303 -5.12633 1.68784
O7 -6.81056 -6.00221 1.63206
N5 -8.92099 -5.28005 1.42840
N6 -7.45797 -3.85054 1.77857
H32 -9.35203 -4.36924 1.35959
H33 -9.44911 -6.12934 1.28739
H34 -8.31477 -3.42363 2.10065
H35 -6.54234 -3.54908 2.07997

Forces on atoms 1 to 2 (eV/Å):
-0.38 2.11 0.47
0.06 -0.72 -0.56

Löwdin atomic charge list, values in e, 5 entries: number 1, N, carries 0.3568; number 2, H, carries 0.1603; number 3, H, carries 0.1486; number 4, H, carries 0.1585; number 5, H, carries 0.1636

***

(5)
ORCA calculation (ωB97M-V/def2-TZVPD) on a structure of composition C9H36CaN15O12.

Values from the calculation:
E_HOMO (spin up / spin down) = -2.30 / -7.42 eV
Spin multiplicity = 2
ΔE to the lowest compared entry with this formula, charge and spin = 14.93 kcal per mole
LUMO (spin up / spin down) = -0.031 / -0.032 hartree

CARTESIAN COORDINATES (ANGSTROEM)
Ca1 -14.01029 5.20664 9.08951
N1 -15.99244 5.57165 12.01402
O1 -15.42525 6.49246 12.56434
O2 -17.04648 5.12520 12.51982
O3 -15.61238 5.16586 10.91352
C1 -17.49167 5.63579 16.16967
O4 -16.77981 6.51273 15.28003
H1 -17.99412 4.80294 15.67773
H2 -16.79161 5.35619 16.95697
H3 -18.29701 6.29754 16.48844
H4 -16.69640 6.17273 14.38613
C2 -14.76629 3.83126 15.16357
O5 -14.31715 2.61483 14.93644
H5 -15.46467 4.03447 14.35173
H6 -15.38213 3.93395 16.05705
H7 -14.01352 4.61294 15.26551
H8 -13.66780 2.64927 14.23021
C3 -21.16269 4.92663 13.10577
O6 -20.99898 6.11797 13.16476
N2 -20.22394 3.96587 13.07127
N3 -22.34071 4.39821 13.36845
H9 -20.47613 2.99057 12.99855
H10 -19.27610 4.31397 13.09436
H11 -23.17541 4.96289 13.43567
H12 -22.47269 3.39783 13.32455
C4 -12.82246 8.27482 10.00728
O7 -12.97584 7.13004 9.64826
N4 -11.89345 9.13853 9.70570
N5 -13.65777 8.73722 10.93143
H13 -12.00810 9.97614 10.25829
H14 -11.17265 9.11746 8.99852
H15 -13.72060 9.67362 11.30464
H16 -14.37884 8.06703 11.15728
C5 -17.81255 2.41806 10.17887
O8 -18.33535 3.28703 9.44082
N6 -17.91318 1.11820 9.91280
N7 -17.29495 2.55854 11.35709
H17 -17.29098 0.48362 10.39266
H18 -18.16959 0.85408 8.97227
H19 -17.02465 3.45900 11.72614
H20 -17.22548 1.70527 11.89300
C6 -19.78963 7.50690 9.88970
O9 -19.69884 7.66264 8.69951
N8 -20.62728 8.22906 10.60279
N9 -19.13576 6.53483 10.49495
H21 -20.96103 9.08230 10.17773
H22 -20.93696 8.04365 11.54610
H23 -19.33640 6.27521 11.45017
H24 -18.48010 5.96463 9.98010
C7 -13.24110 8.56263 14.87729
O10 -12.24636 9.23186 15.08253
N10 -14.07083 8.75757 13.91196
N11 -13.78273 7.65891 15.62387
H25 -14.78815 8.08788 13.67305
H26 -13.87658 9.54411 13.30887
H27 -13.38590 7.30998 16.48461
H28 -14.77836 7.49930 15.56602
C8 -12.23468 3.94532 11.81689
O11 -13.00852 4.09879 10.83211
N12 -11.16623 3.09274 11.80223
N13 -12.37479 4.68375 12.90418
H29 -10.89355 2.61866 10.95312
H30 -10.67818 3.18630 12.68152
H31 -11.73727 4.61452 13.68448
H32 -13.06205 5.42383 12.91225
C9 -17.08537 6.16256 7.71593
O12 -16.02604 5.97084 8.29025
N14 -18.09578 5.37042 7.89841
N15 -17.37062 7.06691 6.90562
H33 -18.02458 4.53813 8.46615
H34 -18.86313 5.70002 7.33039
H35 -16.54185 7.34788 6.40134
H36 -18.31941 7.29342 6.64371

Forces on atoms 1 to 2 (eV/Å):
-1.93 0.62 2.20
-1.00 -0.97 0.45

Löwdin atomic charge list, values in e, 5 entries: number 1, Ca, carries 1.5207; number 2, N, carries -0.6977; number 3, O, carries -0.1219; number 4, O, carries -0.1451; number 5, O, carries -0.2194

***

(6)
ORCA calculation (ωB97M-V/def2-TZVPD) on a structure of composition C9H36HfN20O15.

Values from the calculation:
Net charge = +2
E_HOMO = -12.53 eV
ΔE to the lowest compared entry with this formula, charge and spin = 553.10 kcal per mole
LUMO = -0.414 hartree

CARTESIAN COORDINATES (ANGSTROEM)
Hf1 3.53401 6.37692 0.82490
N1 -2.11325 8.84658 2.11319
O1 -1.12153 8.21630 1.85774
O2 -1.93534 10.09493 2.39979
O3 -3.19325 8.38422 2.35652
N2 0.53741 1.23437 -0.02317
O4 1.35282 0.30865 0.08529
O5 -0.52305 1.03956 -0.56246
O6 0.90179 2.34166 0.30461
C1 -2.32019 1.75309 5.22518
O7 -1.15688 2.16644 5.27073
N3 -2.80647 0.80616 5.99581
N4 -3.09327 2.28796 4.36599
H1 -3.68065 0.38097 5.72173
H2 -2.17948 0.27946 6.58707
H3 -2.73168 3.03489 3.79028
H4 -3.99599 1.85046 4.24853
C2 -2.08642 -5.64382 4.05052
O8 -2.77307 -6.20275 3.21517
N5 -1.96328 -5.92270 5.31546
N6 -1.36837 -4.61175 3.72453
H5 -2.70121 -6.55391 5.59320
H6 -1.78374 -5.25839 6.05475
H7 -1.04703 -3.87236 4.33293
H8 -1.25163 -4.46709 2.73179
C3 -1.77418 -4.19401 -4.77884
O9 -1.51429 -5.37714 -5.05521
N7 -0.94925 -3.35995 -4.22753
N8 -2.94421 -3.65448 -4.88188
H9 0.06034 -3.37030 -4.25422
H10 -1.31301 -2.42899 -4.08230
H11 -2.97739 -2.67251 -4.64796
H12 -3.82897 -4.05245 -5.16285
C4 7.30047 1.54945 -1.91992
O10 6.62394 2.43100 -1.28278
N9 6.71487 0.44992 -2.33049
N10 8.53698 1.70524 -2.19261
H13 7.13169 -0.14697 -3.03055
H14 5.74666 0.35485 -2.05913
H15 9.21415 2.40249 -1.91803
H16 8.90887 0.86145 -2.60469
C5 1.75527 3.97573 -5.57338
O11 2.19669 4.35813 -4.52447
N11 0.46120 3.69835 -5.72668
N12 2.46965 3.68423 -6.56066
H17 -0.14189 3.70790 -4.91656
H18 0.01084 3.53102 -6.61510
H19 1.99631 3.36703 -7.39458
H20 3.43561 3.97923 -6.55781
C6 5.50040 1.50358 4.69645
O12 5.02950 2.44343 4.00350
N13 4.82380 0.47774 5.08266
N14 6.75042 1.54097 5.06874
H21 3.98228 0.31278 4.54907
H22 5.31294 -0.37150 5.32685
H23 7.28345 2.37173 4.85472
H24 7.21791 0.72673 5.44097
C7 -5.79371 5.19157 -2.81970
O13 -4.73316 5.67337 -3.21871
N15 -7.02351 5.74625 -2.93421
N16 -5.74107 4.04256 -2.21371
H25 -7.84343 5.18576 -2.75074
H26 -7.06460 6.72982 -3.16004
H27 -4.84687 3.60721 -2.03773
H28 -6.61436 3.60119 -1.96339
C8 5.62724 -6.65525 -2.06042
O14 5.66904 -5.89797 -3.00550
N17 5.09320 -6.36943 -0.91346
N18 6.38630 -7.72470 -2.06965
H29 4.78391 -5.44659 -0.64362
H30 5.13084 -7.07720 -0.19391
H31 6.10941 -8.47033 -1.44717
H32 6.88899 -7.88043 -2.93170
C9 -7.36672 -2.27694 1.87874
O15 -7.05830 -1.59610 2.80166
N19 -8.55571 -2.71377 1.57879
N20 -6.51073 -2.50279 0.95381
H33 -8.58674 -3.53123 0.98643
H34 -9.20352 -2.75821 2.35239
H35 -6.71734 -3.27851 0.34090
H36 -5.55045 -2.27281 1.16610

Forces on atoms 1 to 2 (eV/Å):
-0.05 -0.37 -0.03
0.26 2.95 2.79

Löwdin atomic charge list, values in e, 5 entries: number 1, Hf, carries 1.3340; number 2, N, carries -0.5747; number 3, O, carries 0.1559; number 4, O, carries 0.1852; number 5, O, carries 0.2140

***

no.,E_tot (Eh)
1,-2307.90330
2,-709.49427
3,-2162.52405
4,-1523.45750
5,-2766.43131
6,-2634.99496